No. 1
Density functional theory data (ωB97M-V/def2-TZVPD) for an isolated ion of composition C4H12NO and charge +1.

Each line ends with the Mulliken charge.
Atoms and positions in Å:
H -1.322001 0.047766 1.872320  0.3525
H 0.532298 -2.555381 0.280107  0.3451
C -0.728442 1.427467 0.440384  -0.5935
H 0.108698 0.548128 -1.028231  0.0112
H 0.958939 1.773438 -0.759663  0.3694
N 0.052562 1.524274 -0.957691  -0.0690
O -0.157643 -1.277843 -1.334395  -0.5720
H -1.421567 -0.561498 0.260900  0.4041
H 1.841936 -1.845546 -0.670908  0.3358
H 0.817172 -1.064483 1.937101  0.4235
H 1.250069 0.228537 0.864860  0.3312
C 0.589500 -0.611616 0.973583  -0.7987
C -0.834398 0.029783 0.905009  -0.5556
C 0.776884 -1.661716 -0.253177  -0.3647
H -0.087227 2.131922 1.068825  0.3650
H -1.813162 1.821676 0.252933  0.3498
H -0.131915 -1.852056 -2.072267  0.2978
H -0.431703 1.897148 -1.779688  0.3683

Cartesian forces (eV/Å) of the 3 atoms listed first:
H 0.0 0.0 0.2
H -0.7 -1.1 -0.6
C -1.5 3.5 -0.8

Structure (SMILES): [NH3+]CCCCO
LUMO level: -3.2 eV
Net charge: +1
Frontier orbital gap: 11.644 eV



No. 2
Density functional theory data (ωB97M-V/def2-TZVPD) for a 7-piece molecular cluster, C7H26O7 overall.

Each line ends with the Mulliken charge.
Atoms and positions in Å:
H -1.265472 -3.030929 1.677559  0.5131
O 2.271983 -2.273696 3.010768  -0.6141
H -3.220365 0.280719 0.760919  0.7169
H 0.638219 2.263868 -1.810527  0.3566
H 2.353900 -1.415732 3.101192  0.2792
H 1.631279 0.100844 0.405744  0.2928
H 0.434296 -1.445098 0.865942  -0.0862
C 0.076247 -1.397533 -1.420919  1.1636
C -1.787785 -2.863258 0.874280  -1.5601
H 0.653508 2.585785 1.699921  0.2835
H 0.348056 3.618211 -2.443840  0.2556
H 1.802106 -2.529841 2.165299  0.3463
O 0.757968 2.582669 0.835745  -0.5556
O 0.736574 3.316308 -1.735225  -0.6123
H -3.414692 1.406733 -0.500604  0.2745
H -1.219726 -0.729647 -3.042099  0.3645
H -2.956748 2.576369 -1.205485  0.2765
H -2.812686 -3.422450 1.051583  0.3136
C -0.270859 -1.200857 -2.891799  -1.0009
H -1.233620 -3.374188 0.073827  0.3527
H 3.066003 0.285184 0.114798  0.3040
O 0.671622 -0.396507 -3.543688  -0.5617
H 2.039521 2.604707 2.572989  0.2535
H 0.151348 0.843574 -0.776372  -1.5903
O -2.633977 1.927804 -0.567098  -0.5225
H -0.486587 -2.365200 -1.075549  -0.5967
C -0.482008 -0.695164 0.797001  0.5002
O 2.443445 -0.390079 0.147470  -0.5626
H 1.530692 -0.872349 -3.640597  0.3415
H 1.724547 1.923596 3.925621  0.3081
H -0.306879 -2.069567 -3.459778  0.4352
H 0.235260 3.067346 0.264439  0.2560
C -1.851859 -1.350576 0.708094  0.5257
H -3.919440 -1.347648 0.982343  0.2302
C -0.357155 -0.206023 -0.627736  0.2849
O 2.182803 1.855812 3.094051  -0.5679
H -1.399466 -0.006051 -0.940326  0.6528
H -0.403094 0.069764 1.603813  0.2149
C -3.090508 -0.715735 0.742395  -1.5727
H 1.170270 -1.421611 -1.394897  0.3072

Cartesian forces (eV/Å) of the 3 atoms listed first:
H 3.0 -1.0 4.7
O -1.4 -7.9 -1.7
H -0.2 3.0 0.3

Structure (SMILES): C=C(C)CCCCO.O.O.O.O.O.O
LUMO level: 0.3 eV
Frontier orbital gap: 9.335 eV



No. 3
Density functional theory data (ωB97M-V/def2-TZVPD) for one molecule with the formula C4H9BrOSi.

Each line ends with the Mulliken charge.
Atoms and positions in Å:
C 0.412900 1.025904 -0.957924  -1.2589
H 1.923345 1.267503 1.499320  0.4963
C 0.411500 0.374873 0.468774  0.5573
H -2.549895 -2.442185 -0.185516  -0.1371
H -0.428657 0.789125 0.958498  0.3236
Br -3.254975 0.612651 0.160901  -0.2171
H 0.670794 2.032318 -0.796316  0.3639
H -0.603234 0.904324 -1.407298  0.3755
H -1.822429 -0.935111 -1.919985  -0.0984
Si -2.016469 -1.099895 -0.518058  0.5151
O 0.341196 -2.033891 0.301025  -0.4340
H 1.624235 -0.450010 1.883733  0.3958
H 1.279746 0.667305 -1.422919  0.3535
C 1.752458 0.330355 1.170598  -1.6650
C -0.229887 -0.965598 0.206005  0.0419
H 2.489377 -0.077675 0.559162  0.3878

Cartesian forces (eV/Å) of the 3 atoms listed first:
C -0.9 -0.1 2.2
H 1.2 2.8 1.5
C -0.7 0.0 -2.8

LUMO level (spin up / spin down): 0.7 / -2.1 eV
Spin multiplicity: 3
Frontier orbital gap (spin up / spin down): 6.679 / 8.835 eV



No. 4
Density functional theory data (ωB97M-V/def2-TZVPD) for C16H23AsMnN5OS3 as an isolated structure.

Each line ends with the Mulliken charge.
Atoms and positions in Å:
H -0.664794 1.419038 2.896862  0.0942
N 2.398621 0.893759 1.568705  -0.8988
C -0.204979 2.757727 1.472670  0.4849
S -1.071785 -0.818520 2.319524  -0.4977
C -0.220058 -2.653268 4.123764  -0.7226
C 3.236418 -1.353323 -1.885297  -1.1928
C 0.450561 -3.773777 4.576528  -0.5177
H -6.157400 -2.466651 -2.127708  0.1946
C 1.240163 -4.500174 3.692561  -0.5057
H 1.956409 -4.652363 1.680211  0.3821
H 4.157627 -1.328736 -2.468240  0.4488
C 1.470304 0.379787 1.107644  1.0548
C 0.659290 -2.968058 1.893599  0.4067
C 1.341534 -4.093213 2.374611  -0.6746
H 3.151727 0.426369 -4.557374  0.3950
N -5.241540 -2.715576 -2.451292  -0.4582
N -1.868683 -0.925588 -0.816996  0.3872
H 0.360383 -4.076318 5.612391  0.3513
C -1.779592 -1.734365 -1.881911  -0.2328
H 0.566818 2.519687 3.323580  0.2633
C -3.092018 -0.680733 -0.326811  -0.2582
H -5.193566 -0.999520 -0.400285  0.2976
H 2.714265 2.618096 -1.885545  0.3115
H 1.521043 3.799245 1.732145  0.2644
H -2.725743 -2.979249 -3.325449  0.3067
H -5.176845 -3.251117 -3.296380  0.1927
O 0.660210 0.190506 -1.671230  -0.6047
C 3.244876 1.706692 -1.615843  -1.0448
H 3.329343 1.637932 -0.532980  0.3492
N -0.220368 2.316531 2.726803  -0.2728
Mn -0.126139 -0.340464 0.167056  -0.1119
H 3.445784 -1.405418 -0.819599  0.3716
H 1.776722 -5.378204 4.029701  0.3507
C -0.136278 -2.235595 2.789464  0.5155
H -0.781519 -1.905364 -2.258295  0.2832
C -4.141583 -2.100143 -1.940324  1.3186
H 1.603463 -0.456234 -4.532298  0.3415
H -3.134692 -0.014663 0.523017  0.4151
As 2.237983 0.222882 -2.241774  0.6860
H 0.767466 3.952121 0.206294  0.2242
H -0.837930 -2.079806 4.804547  0.3818
N 0.675454 3.738764 1.185193  -0.4747
H 1.613757 1.313635 -4.375623  0.3575
C 2.148345 0.397496 -4.134486  -1.1412
S -1.255656 2.170540 0.259886  -0.3606
C -4.235693 -1.231258 -0.847608  -1.0172
H 4.226758 1.688719 -2.087786  0.3960
C -2.865640 -2.329175 -2.471648  -0.8529
S 0.843796 -2.549450 0.187637  -0.3582
H 2.631997 -2.215532 -2.158048  0.3712

Cartesian forces (eV/Å) of the 3 atoms listed first:
H 0.0 -0.1 0.0
N 0.1 0.0 -0.1
C -0.2 0.0 -0.1

LUMO level (spin up / spin down): -0.3 / 0.4 eV
Spin multiplicity: 5
Frontier orbital gap (spin up / spin down): 6.099 / 6.863 eV